1.
C10H13NO2 | ωB97M-V with the def2-TZVPD basis set

Values from the calculation:
LUMO energy (alpha / beta) = -0.26 / -0.26 eV
HOMO-LUMO gap (alpha / beta) = 7.778 / 7.779 eV
Relative energy (zero: lowest compared OMol25 entry of this formula, charge and spin) = 178.3 kcal per mole
Total charge = 0
Total energy = -16158.967 eV

Last column: natural (NBO) charge in e.
CARTESIAN COORDINATES (ANGSTROEM)
C -0.2998 1.0375 3.8513  -0.203
C 0.9256 0.8201 3.2276  -0.210
C -1.4079 0.5031 3.1693  -0.201
C 1.0566 0.2254 2.0407  -0.160
C -1.2561 -0.1895 1.9395  -0.171
C -0.0279 -0.2791 1.3245  -0.163
C 0.0439 0.8768 -1.4503  -0.156
C -0.5352 1.4418 -3.8029  -0.428
C 1.2570 -2.3991 -1.2582  -0.315
C 0.0164 -0.9043 0.0728  0.302
N -0.1159 0.4502 -2.6495  0.055
O -0.2330 -0.7024 -3.0928  -0.591
O 1.2640 -1.3574 -0.2162  -0.498
H -0.3559 1.2853 4.8721  0.219
H 1.8297 1.0907 3.7357  0.213
H -2.4918 0.4849 3.5030  0.215
H 2.0777 0.2595 1.5714  0.230
H -2.2071 -0.5310 1.5690  0.213
H -0.2322 1.9394 -1.2591  0.169
H -1.5729 1.6636 -3.7377  0.204
H -0.0370 2.3404 -3.6034  0.189
H -0.2661 1.0608 -4.7629  0.219
H 2.2179 -3.0400 -1.2136  0.209
H 1.0337 -1.8950 -2.2851  0.259
H 0.2047 -2.9516 -1.1390  0.175
H -0.8884 -1.2300 -0.4062  0.223

Forces on atoms 1 to 3 (eV/Å):
-1.1 -2.1 -1.6
0.0 0.9 2.1
-1.0 -0.5 -0.2


2.
C10H13NO2Re | ωB97M-V with the def2-TZVPD basis set

Values from the calculation:
LUMO energy (alpha / beta) = 0.77 / -1.01 eV
HOMO-LUMO gap (alpha / beta) = 8.010 / 6.761 eV
Relative energy (zero: lowest compared OMol25 entry of this formula, charge and spin) = 0.0 kcal per mole
Total charge = 0
Expectation value of S² = 3.781
Total energy = -18290.858 eV
Spin multiplicity = 4

Last column: Löwdin spin population.
CARTESIAN COORDINATES (ANGSTROEM)
C 0.8422 -1.1521 -1.8148  0.083
C -0.5460 -1.2858 -2.1385  0.031
C -1.1742 -2.0581 -1.1118  0.118
C -0.1566 -2.4217 -0.1490  0.033
C 1.0914 -1.8751 -0.6083  0.090
Re -0.3323 -0.3194 -0.2303  1.851
C -1.3973 1.4009 -0.7431  0.071
C 0.0247 1.7985 -1.0405  0.041
C 0.6358 2.5222 -2.0225  0.200
N 0.8400 1.1747 -0.1167  0.258
H -2.2073 -2.3746 -1.0829  0.015
H -1.0395 -0.9443 -3.0554  0.004
H -0.3030 -3.0444 0.7245  0.006
H 2.0554 -2.0107 -0.1079  0.013
H 1.5969 -0.6345 -2.4227  0.005
H -2.1745 1.2673 -1.4918  0.002
H 1.6909 1.5249 0.3532  0.013
H -1.7887 1.9879 0.0914  0.011
H 0.1463 3.2323 -2.6604  0.014
H 1.7266 2.3920 -2.0699  0.012
C -2.6043 -1.4839 3.1372  0.000
O -1.8404 -1.3766 1.9194  0.027
C -1.2954 -0.1409 1.6985  0.057
O -1.3396 0.8466 2.4209  0.044
H -3.4632 -0.8220 3.1069  0.000
H -1.9690 -1.2890 3.9949  0.001
H -2.9079 -2.5248 3.1026  0.000

Forces on atoms 1 to 3 (eV/Å):
0.9 -1.2 -1.7
-0.1 -1.1 -1.1
-0.1 -2.0 -0.7


3.
C10H13NO3 | ωB97M-V with the def2-TZVPD basis set

Values from the calculation:
LUMO energy = 0.63 eV
HOMO-LUMO gap = 10.125 eV
Relative energy (zero: lowest compared OMol25 entry of this formula, charge and spin) = 110.4 kcal per mole
Total charge = 0
SMILES string = C#C[C@@H](OC(C)=O)C(=O)CCCN=C
Total energy = -18209.264 eV

Last column: natural (NBO) charge in e.
CARTESIAN COORDINATES (ANGSTROEM)
C 0.1682 2.2825 -1.5789  -0.202
C -0.0062 1.7716 -0.4886  -0.024
C -0.6527 1.0320 0.6917  -0.093
O -1.6582 0.2951 0.0073  -0.511
C -3.0040 0.5575 0.1336  0.811
C -3.8053 -0.4466 -0.6322  -0.726
O -3.4185 1.4493 0.8271  -0.567
C 0.3665 0.2419 1.3752  0.608
O 1.1927 0.7162 2.1007  -0.518
C 0.1521 -1.2859 1.2409  -0.513
C 0.9764 -1.7063 -0.0050  -0.407
C 2.4783 -1.1583 -0.0072  -0.267
N 2.6652 -0.1251 -1.0901  -0.401
C 3.1715 0.9929 -0.7518  -0.050
H 0.6765 2.6620 -2.3989  0.228
H -0.8794 1.8689 1.3370  0.275
H -3.3368 -0.8584 -1.5212  0.243
H -4.7222 0.0539 -0.9162  0.244
H -4.0560 -1.3345 -0.0603  0.249
H 0.4077 -1.7207 2.2103  0.228
H -0.8049 -1.6205 1.0583  0.228
H 1.0597 -2.8116 -0.1031  0.219
H 0.5783 -1.2596 -0.9409  0.236
H 2.7229 -0.6402 0.8975  0.189
H 3.1503 -2.0129 -0.1513  0.204
H 3.0269 1.8131 -1.4246  0.167
H 3.5512 1.2439 0.1905  0.150

Forces on atoms 1 to 3 (eV/Å):
0.1 -1.1 2.7
-0.7 0.2 -0.7
0.6 3.3 -3.7


4.
C10H13NO8V | ωB97M-V with the def2-TZVPD basis set

Values from the calculation:
LUMO energy = 3.41 eV
HOMO-LUMO gap = 1.140 eV
Total charge = -3
Total energy = -54119.450 eV

Last column: Mulliken charge in e.
CARTESIAN COORDINATES (ANGSTROEM)
O -0.8533 -2.3663 1.6147  -0.841
V -0.5000 -2.5145 0.0996  1.120
O 1.0544 -2.5215 -0.0856  -0.815
O -1.8836 -6.6816 -3.0598  -0.627
C -1.7257 -7.9350 -3.6138  -0.355
C -1.2190 -8.1337 -5.0995  -0.377
O -2.0485 -7.6760 -6.1635  -0.761
H -2.6306 -8.5406 -3.5652  0.206
H -1.0880 -8.5412 -2.9704  0.229
H -1.0297 -9.1680 -5.3867  0.219
H -0.2387 -7.6935 -5.2820  0.247
O -3.5101 1.3307 -2.7424  -0.649
C -4.0882 2.6034 -2.4036  -0.410
C -5.5171 3.0837 -3.0753  -0.238
O -6.5829 2.1644 -3.3646  -0.767
H -3.3866 3.4374 -2.3912  0.253
H -4.2213 2.5263 -1.3245  0.234
H -5.1706 3.4702 -4.0337  0.164
H -5.8628 3.8525 -2.3841  0.202
C 2.5027 5.0766 4.1021  -0.243
C 2.2129 4.1279 3.1207  -0.676
C 3.0157 2.9917 3.0807  -0.177
C 4.1055 2.7714 3.9229  0.138
C 4.4635 3.8997 4.7484  -0.162
C 3.7265 5.0256 4.8009  -0.506
N 4.9563 1.5078 3.7700  0.834
O 4.9288 0.9868 2.6259  -0.491
O 5.6104 1.2032 4.7533  -0.559
H 1.9917 6.0201 4.2244  0.343
H 1.2840 4.1558 2.5705  0.389
H 2.6875 2.1208 2.5329  0.412
H 5.2643 3.6230 5.4182  0.355
H 3.7529 5.7929 5.5604  0.308

Forces on atoms 1 to 3 (eV/Å):
-0.6 0.2 2.6
-1.6 -0.2 -2.3
2.3 0.0 -0.2


5.
C10H13NOS2 | ωB97M-V with the def2-TZVPD basis set

Values from the calculation:
LUMO energy = 0.52 eV
HOMO-LUMO gap = 8.549 eV
Relative energy (zero: lowest compared OMol25 entry of this formula, charge and spin) = 118.6 kcal per mole
Total charge = 0
Total energy = -35783.364 eV

Last column: natural (NBO) charge in e.
CARTESIAN COORDINATES (ANGSTROEM)
C -4.1728 -0.1595 -0.1646  -0.207
C -3.3050 0.5492 -0.9269  -0.209
C -3.7622 -0.7990 1.0227  -0.193
C -1.9953 0.7406 -0.5523  -0.176
C -2.3853 -0.6476 1.3329  -0.181
C -1.5543 0.1423 0.6124  -0.112
C 2.8400 -2.4178 0.5162  -0.824
C 2.4287 2.2959 -0.9671  -0.792
C -0.1438 0.3302 1.0371  0.025
C 1.4143 -0.1712 -0.5144  -0.713
N 0.4149 1.5476 1.0511  -0.156
O 1.6561 1.5745 1.6021  -0.516
S 1.5944 -1.9630 -0.6870  0.299
S 2.6212 0.7946 0.0068  0.808
H -5.1894 -0.2071 -0.3529  0.207
H -3.7261 1.0234 -1.8576  0.213
H -4.3890 -1.4002 1.5838  0.213
H -1.3995 1.3714 -1.1585  0.216
H -1.9797 -1.0517 2.3233  0.212
H 3.0319 -3.5826 0.5521  0.252
H 2.5861 -2.2798 1.5542  0.225
H 3.9596 -2.0690 0.4212  0.230
H 3.2754 2.9120 -1.0492  0.240
H 1.6145 2.9864 -0.4948  0.276
H 2.1049 2.0612 -2.0524  0.232
H 0.2158 -0.4444 1.6041  0.181
H 0.7964 0.0562 -1.3847  0.251

Forces on atoms 1 to 3 (eV/Å):
0.4 -1.4 2.6
-0.5 1.4 -2.1
3.1 1.7 -2.2


6.
C10H13O5 | ωB97M-V with the def2-TZVPD basis set

Values from the calculation:
LUMO energy = -3.91 eV
HOMO-LUMO gap = 9.725 eV
Relative energy (zero: lowest compared OMol25 entry of this formula, charge and spin) = 0.0 kcal per mole
Total charge = +1
Total energy = -20808.610 eV

Last column: natural (NBO) charge in e.
CARTESIAN COORDINATES (ANGSTROEM)
C 0.4832 2.4632 0.4590  -0.287
C -0.7516 2.0040 0.6938  -0.151
C 1.2618 2.0279 -0.7513  0.422
C -2.8433 -0.4992 0.0139  0.880
C 2.7662 -1.0347 0.4624  0.805
C -1.3297 1.0979 -0.3774  -0.009
C -0.6352 -0.2917 -0.5195  0.053
C -4.2015 -1.1205 0.1682  -0.688
C 3.9376 -1.5422 -0.3414  -0.701
C 0.4964 -0.8555 0.5105  -0.128
O -1.8082 -1.2259 -0.2250  -0.410
O 2.8442 -0.2363 1.3905  -0.595
O 0.8187 1.1452 -1.4131  -0.532
O -2.7023 0.7628 0.0336  -0.401
O 1.6382 -1.3770 -0.1701  -0.499
H 1.1006 3.0767 1.1327  0.252
H -1.4744 2.3165 1.4419  0.257
H 2.2620 2.6572 -0.9988  0.171
H -1.3099 1.7860 -1.3614  0.289
H -0.4155 -0.7519 -1.4717  0.260
H -4.1001 -2.0623 0.5765  0.263
H -4.6187 -1.2489 -0.7450  0.272
H -4.8386 -0.5198 0.8128  0.269
H 3.9597 -0.8050 -1.1588  0.247
H 3.8456 -2.4681 -0.7485  0.238
H 4.8434 -1.5510 0.2575  0.248
H -0.1054 -1.6938 1.1516  0.222
H 0.8768 -0.0538 1.1770  0.254

Forces on atoms 1 to 3 (eV/Å):
1.4 0.4 0.9
0.3 -0.1 -1.4
1.3 2.6 1.4